(1)
Here is a cluster of 2 separate species, C18H29F13N3O2 in total at a distorted geometry from the OMol25 dataset. Energies are from ωB97M-V/def2-TZVPD.

Positions of all 65 atoms, in Å:
F 7.9656 2.5741 1.5802
C 7.2624 1.4995 1.6626
F 7.8179 0.7681 2.6046
F 6.0355 1.7496 2.0483
C 7.3327 0.7039 0.3063
F 8.1597 -0.2944 0.3890
F 7.8589 1.5252 -0.5958
C 5.9660 0.2739 -0.2907
F 5.2476 1.3702 -0.5234
F 6.2399 -0.2483 -1.4729
C 5.1966 -0.8232 0.5271
F 5.8584 -1.1005 1.6353
F 5.1945 -1.9446 -0.1703
C 3.7130 -0.5172 0.7990
F 3.5563 0.6323 1.4536
F 3.1416 -0.3379 -0.3960
C 2.9040 -1.6423 1.4988
F 2.6107 -2.5610 0.5868
F 3.5724 -2.2203 2.4887
C 1.5840 -1.1261 2.0779
C 0.4774 -0.8942 1.0214
C -0.2263 0.4781 1.0431
C 0.2379 1.4252 -0.0978
N -0.0426 2.8245 0.2537
C 0.9555 3.1639 1.2778
C 0.8141 2.2656 2.5395
N -0.2222 1.1978 2.3691
H 1.2506 -1.9389 2.7195
H 1.7853 -0.2869 2.7392
H 0.8344 -1.0416 0.0073
H -0.2847 -1.6560 1.1604
H -1.2698 0.2770 0.8208
H -0.3653 1.1490 -0.9585
H 1.2910 1.2997 -0.3288
H -0.9755 2.9132 0.6475
H 0.9309 4.2134 1.5583
H 1.9192 2.9947 0.8081
H 1.7962 1.8851 2.8024
H 0.4959 2.8686 3.3874
H -1.1243 1.6701 2.4311
H -0.2048 0.5680 3.1739
C -5.0246 -2.3128 -4.3615
O -5.0455 -0.9246 -4.0725
C -6.2468 -0.4665 -3.4620
C -6.0321 -0.1298 -1.9985
N -5.8057 -1.3280 -1.1969
C -5.3004 -1.0778 0.1482
C -3.9757 -0.3308 0.3034
O -2.8265 -1.0551 -0.1226
C -2.5921 -1.0417 -1.5266
H -4.1839 -2.4984 -5.0280
H -4.8811 -2.9126 -3.4564
H -5.9431 -2.6254 -4.8634
H -7.0625 -1.1830 -3.5924
H -6.5290 0.4517 -3.9835
H -6.9146 0.3923 -1.6176
H -5.1814 0.5625 -1.9503
H -5.1507 -1.9302 -1.6767
H -5.1856 -2.0532 0.6275
H -6.0702 -0.5410 0.7119
H -3.8317 -0.1630 1.3769
H -3.9942 0.6641 -0.1585
H -2.8789 -0.0915 -1.9828
H -3.1111 -1.8664 -2.0141
H -1.5230 -1.1958 -1.6882

* E_HOMO: -11.1 eV
* energy: -2315.96982 hartree
* molar mass: 566.42 g mol⁻¹
* E_LUMO: -3.35 eV
* total charge: +1
* Kohn-Sham gap: 7.78 eV

Want to see where the charge sits? The Mulliken charges in e are: number 1, F, carries -0.246; number 2, C, carries 0.793; number 3, F, carries -0.278; number 4, F, carries -0.213; number 5, C, carries 0.452; number 6, F, carries -0.268; number 7, F, carries -0.309; number 8, C, carries 0.666; number 9, F, carries -0.279; number 10, F, carries -0.297; number 11, C, carries 0.574; number 12, F, carries -0.337; number 13, F, carries -0.285; number 14, C, carries 0.990; number 15, F, carries -0.297; number 16, F, carries -0.336; number 17, C, carries 0.242; number 18, F, carries -0.296; number 19, F, carries -0.310; number 20, C, carries -1.113; number 21, C, carries -0.881; number 22, C, carries 0.469; number 23, C, carries -1.159; number 24, N, carries -0.464; number 25, C, carries -0.523; number 26, C, carries -0.508; number 27, N, carries -0.049; number 28, H, carries 0.460; number 29, H, carries 0.382; number 30, H, carries 0.587; number 31, H, carries 0.550; number 32, H, carries -0.061; number 33, H, carries 0.358; number 34, H, carries 0.389; number 35, H, carries 0.284; number 36, H, carries 0.372; number 37, H, carries 0.333; number 38, H, carries 0.099; number 39, H, carries 0.523; number 40, H, carries 0.575; number 41, H, carries 0.452; number 42, C, carries -0.700; number 43, O, carries -0.333; number 44, C, carries -0.829; number 45, C, carries -0.104; number 46, N, carries -0.271; number 47, C, carries -1.201; number 48, C, carries -0.193; number 49, O, carries -0.343; number 50, C, carries -0.650; number 51, H, carries 0.233; number 52, H, carries 0.293; number 53, H, carries 0.340; number 54, H, carries 0.394; number 55, H, carries 0.400; number 56, H, carries 0.396; number 57, H, carries 0.092; number 58, H, carries 0.077; number 59, H, carries 0.382; number 60, H, carries 0.470; number 61, H, carries 0.288; number 62, H, carries 0.387; number 63, H, carries 0.374; number 64, H, carries 0.143; number 65, H, carries 0.311

(2)
Here is a structure of composition C18H29MnN2 at a distorted geometry from the OMol25 dataset. Energies are from ωB97M-V/def2-TZVPD.

Positions of all 50 atoms, in Å:
C 1.1478 2.0236 -1.3670
H 1.8938 2.2421 -0.5218
H 1.5055 1.6021 -2.2843
H 0.6444 0.8207 1.4401
C 0.1348 3.2033 -1.2125
H -0.8837 2.9214 -1.5203
H 0.0004 3.5872 -0.1669
C 0.6882 4.3423 -2.0617
H -0.0932 5.0771 -2.2464
H 1.5391 4.8099 -1.5569
H 1.0419 3.9175 -3.0059
C -0.8489 -1.7918 -0.0467
C -1.4733 -0.8705 -0.9275
C -0.5078 -0.4009 -1.8788
C 0.7963 -1.0214 -1.5002
C 0.5265 -1.8701 -0.3756
C 1.4580 -2.9077 0.1543
C 1.9173 -1.2245 -2.4653
C -0.8262 0.1264 -3.2414
C -2.9459 -0.6894 -1.0541
C -1.5568 -2.6505 0.9453
Mn 0.4423 0.7670 -0.2820
H 2.8243 -1.5113 -1.9262
H 1.7515 -2.0184 -3.2214
H 2.1263 -0.3071 -3.0236
H 2.4886 -2.7263 -0.1814
H 1.4583 -2.8901 1.2538
H 1.2000 -3.9398 -0.1491
H -2.4496 -2.1479 1.3356
H -1.8901 -3.6119 0.5201
H -0.9098 -2.8874 1.7988
H -3.1841 0.1652 -1.7010
H -3.4636 -1.5705 -1.4762
H -3.3928 -0.5000 -0.0690
H -0.0099 0.7478 -3.6228
H -1.0163 -0.6488 -4.0082
H -1.7316 0.7389 -3.2016
N 1.7438 -0.6447 2.5359
C 0.4949 -0.2639 2.8955
C -0.0299 -0.3500 4.1652
C -1.3247 0.0701 4.4185
C -2.0837 0.5945 3.3572
C -1.5510 0.7423 2.0990
N -0.2034 0.3599 1.8671
H 2.1573 -0.5101 1.6422
H 2.3227 -1.0787 3.2702
H 0.6315 -0.7731 4.9123
H -1.7422 -0.0125 5.4181
H -3.1108 0.9111 3.5173
H -2.0698 1.1679 1.2447

* E_HOMO (alpha / beta): -14.3 / -14.8 eV
* energy: -1963.05554 hartree
* 2S+1: 5
* molar mass: 328.38 g mol⁻¹
* E_LUMO (alpha / beta): -8.31 / -8.35 eV
* total charge: +2
* Kohn-Sham gap (alpha / beta): 6.03 / 6.44 eV

Want to see where the charge sits? The Mulliken charges in e are: number 1, C, carries -1.070; number 2, H, carries 0.461; number 3, H, carries 0.568; number 4, H, carries 0.602; number 5, C, carries -0.282; number 6, H, carries 0.325; number 7, H, carries 0.305; number 8, C, carries -1.268; number 9, H, carries 0.383; number 10, H, carries 0.356; number 11, H, carries 0.337; number 12, C, carries 0.797; number 13, C, carries 0.799; number 14, C, carries 0.377; number 15, C, carries 0.886; number 16, C, carries 0.403; number 17, C, carries -1.468; number 18, C, carries -1.865; number 19, C, carries -1.647; number 20, C, carries -1.651; number 21, C, carries -1.584; number 22, Mn, carries -0.047; number 23, H, carries 0.481; number 24, H, carries 0.317; number 25, H, carries 0.386; number 26, H, carries 0.386; number 27, H, carries 0.344; number 28, H, carries 0.335; number 29, H, carries 0.378; number 30, H, carries 0.348; number 31, H, carries 0.375; number 32, H, carries 0.419; number 33, H, carries 0.349; number 34, H, carries 0.356; number 35, H, carries 0.302; number 36, H, carries 0.323; number 37, H, carries 0.462; number 38, N, carries -0.279; number 39, C, carries 0.871; number 40, C, carries -1.002; number 41, C, carries -0.259; number 42, C, carries -0.833; number 43, C, carries -0.276; number 44, N, carries 0.228; number 45, H, carries 0.075; number 46, H, carries 0.275; number 47, H, carries 0.427; number 48, H, carries 0.480; number 49, H, carries 0.472; number 50, H, carries 0.541

(3)
Here is a structure of composition C18H29N10O2PZn from the OMol25 dataset. Energies are from ωB97M-V/def2-TZVPD.

Positions of all 61 atoms, in Å:
Zn 0.0751 -0.0152 0.7773
C 3.2870 -3.7763 2.8183
N 2.1200 -2.9334 2.8074
C 1.1056 -2.9382 3.7055
C 0.2342 -1.9580 3.3106
N 0.7025 -1.3676 2.1847
C 1.8515 -1.9738 1.8962
P 3.0647 -1.5246 0.6022
C 1.9155 -1.5367 -0.8217
N 0.7381 -0.9280 -0.9166
C 0.2962 -1.1572 -2.1764
C 1.2105 -1.9182 -2.8506
N 2.2278 -2.1432 -1.9856
C 3.4345 -2.8732 -2.2645
C 2.9557 0.2703 0.9058
N 1.8222 0.9511 1.0274
C 2.1621 2.2322 1.2862
C 3.5267 2.3291 1.3213
N 4.0148 1.0876 1.0799
C 5.4017 0.7174 1.0312
H 3.1914 -4.5338 3.5934
H 3.4047 -4.2734 1.8537
H 4.1812 -3.1834 3.0216
H 1.0733 -3.6253 4.5271
H -0.6697 -1.6326 3.7855
H -0.6369 -0.7665 -2.5261
H 1.2051 -2.3020 -3.8500
H 3.3847 -3.2848 -3.2704
H 4.3005 -2.2128 -2.1981
H 3.5627 -3.6922 -1.5561
H 1.4197 2.9890 1.4340
H 4.1618 3.1722 1.5000
H 6.0084 1.6040 1.1947
H 5.6342 -0.0138 1.8059
H 5.6579 0.2878 0.0621
N -1.9729 -0.7960 0.7500
C -2.6808 0.1766 -0.1032
C -4.1984 -0.0572 -0.1259
C -5.0411 1.0723 -0.7243
C -4.7478 1.4621 -2.1766
N -3.4619 2.1152 -2.3885
C -3.1139 3.3225 -1.9494
N -4.0102 4.2198 -1.5628
N -1.8358 3.7077 -2.0647
C -2.1366 1.5788 0.3323
O -2.8532 2.5590 0.3983
O -0.8745 1.5915 0.4767
H -2.1508 -1.7379 0.4106
H -2.3912 -0.7498 1.6810
H -2.2835 0.0476 -1.1205
H -4.5542 -0.1958 0.8994
H -4.3838 -0.9879 -0.6742
H -4.9202 1.9488 -0.0923
H -6.0853 0.7586 -0.6872
H -5.5356 2.1377 -2.5148
H -4.7680 0.5856 -2.8243
H -2.7140 1.5279 -2.7203
H -4.9726 3.9695 -1.4052
H -3.6835 5.0703 -1.1360
H -1.1035 3.0258 -2.1678
H -1.5519 4.5704 -1.6263

* E_HOMO: -14.1 eV
* energy: -3521.71454 hartree
* molar mass: 513.86 g mol⁻¹
* E_LUMO: -4.73 eV
* total charge: +2
* Kohn-Sham gap: 9.39 eV
* energy above the lowest of the compared OMol25 structures with the same formula, charge and spin: 0.000 eV

Want to see where the charge sits? The Mulliken charges in e are: number 1, Zn, carries -0.737; number 2, C, carries -0.781; number 3, N, carries 0.179; number 4, C, carries -0.398; number 5, C, carries -0.564; number 6, N, carries 0.323; number 7, C, carries 0.135; number 8, P, carries -0.310; number 9, C, carries 0.153; number 10, N, carries 0.065; number 11, C, carries -0.304; number 12, C, carries -0.597; number 13, N, carries 0.161; number 14, C, carries -0.772; number 15, C, carries 0.291; number 16, N, carries 0.428; number 17, C, carries -0.663; number 18, C, carries -0.402; number 19, N, carries 0.211; number 20, C, carries -0.763; number 21, H, carries 0.327; number 22, H, carries 0.314; number 23, H, carries 0.326; number 24, H, carries 0.450; number 25, H, carries 0.491; number 26, H, carries 0.397; number 27, H, carries 0.436; number 28, H, carries 0.325; number 29, H, carries 0.322; number 30, H, carries 0.312; number 31, H, carries 0.542; number 32, H, carries 0.441; number 33, H, carries 0.320; number 34, H, carries 0.318; number 35, H, carries 0.314; number 36, N, carries -0.398; number 37, C, carries 1.083; number 38, C, carries -0.931; number 39, C, carries -0.396; number 40, C, carries -1.148; number 41, N, carries -0.017; number 42, C, carries 0.490; number 43, N, carries -0.329; number 44, N, carries -0.372; number 45, C, carries 0.702; number 46, O, carries -0.632; number 47, O, carries -0.603; number 48, H, carries 0.330; number 49, H, carries 0.342; number 50, H, carries -0.749; number 51, H, carries 0.374; number 52, H, carries 0.394; number 53, H, carries 0.243; number 54, H, carries 0.433; number 55, H, carries 0.335; number 56, H, carries 0.469; number 57, H, carries 0.231; number 58, H, carries 0.222; number 59, H, carries 0.237; number 60, H, carries 0.179; number 61, H, carries 0.224

(4)
Here is a structure of composition C18H29N2O2PV at a distorted geometry from the OMol25 dataset. Energies are from ωB97M-V/def2-TZVPD.

Positions of all 53 atoms, in Å:
C 0.3947 1.6972 -2.8135
C -1.0413 1.3760 -2.5384
N -1.3098 1.2468 -1.2203
C -2.5913 1.2456 -0.8105
C -3.6430 1.0873 -1.7089
C -3.3645 1.0708 -3.0711
C -2.0620 1.3029 -3.4897
C -2.7989 1.5558 0.6698
P -1.3498 0.9232 1.6790
H -1.7668 1.4065 -4.5388
H -4.6501 0.9720 -1.2897
H -4.1714 0.9458 -3.7950
C 1.4713 -0.3817 -2.1971
C 2.5615 1.7090 -1.7046
H -3.7859 1.1954 1.0504
H 0.5617 2.7837 -2.7469
H 0.6557 1.3637 -3.8279
C -2.0377 -0.6069 2.2852
C -1.2935 2.0393 3.1089
H -2.2315 -0.4893 3.3530
H -2.9501 -0.8821 1.7456
H -1.2586 -1.3478 2.1135
H -0.2593 2.0669 3.4583
H -1.5969 3.0358 2.7790
H -1.9411 1.6391 3.8950
H 3.1103 1.6101 -2.6563
H 2.3916 2.7702 -1.4926
H 3.1526 1.2747 -0.8889
H 2.1431 -0.4254 -3.0749
H 1.9173 -0.9343 -1.3597
H 0.5182 -0.8624 -2.4504
C 1.1983 2.1654 1.1077
O 1.8347 2.8981 1.7837
V 0.2422 0.9907 0.0972
O -1.8495 4.2008 0.4640
H -2.7214 2.5747 0.8734
H -2.6261 4.6418 0.0615
N 1.2609 1.0266 -1.8098
C 1.3327 -4.0461 0.1913
C 1.9082 -3.0807 1.2307
C 1.5866 -3.5668 2.6441
C 3.4245 -2.9807 1.0676
C 1.3133 -1.7504 1.0288
C 0.8047 -0.6473 0.9251
H 1.7626 -5.0479 0.3151
H 1.5583 -3.7010 -0.8253
H 0.2440 -4.1243 0.2931
H 2.0195 -4.5596 2.8146
H 2.0070 -2.8773 3.3845
H 0.5045 -3.6314 2.8016
H 3.6904 -2.6308 0.0641
H 3.8399 -2.2806 1.8000
H 3.8902 -3.9606 1.2243

* E_HOMO (alpha / beta): -19.4 / -19.4 eV
* energy: -2247.37346 hartree
* 2S+1: 3
* molar mass: 387.36 g mol⁻¹
* E_LUMO (alpha / beta): -13.97 / -13.01 eV
* total charge: +3
* Kohn-Sham gap (alpha / beta): 5.39 / 6.38 eV

Want to see where the charge sits? The Mulliken charges in e are: number 1, C, carries -0.838; number 2, C, carries 0.485; number 3, N, carries 0.681; number 4, C, carries 0.981; number 5, C, carries -0.951; number 6, C, carries -0.513; number 7, C, carries -1.030; number 8, C, carries -1.406; number 9, P, carries 1.146; number 10, H, carries 0.531; number 11, H, carries 0.525; number 12, H, carries 0.483; number 13, C, carries -1.064; number 14, C, carries -1.263; number 15, H, carries 0.628; number 16, H, carries 0.389; number 17, H, carries 0.476; number 18, C, carries -1.051; number 19, C, carries -1.442; number 20, H, carries 0.496; number 21, H, carries 0.418; number 22, H, carries 0.080; number 23, H, carries 0.451; number 24, H, carries 0.450; number 25, H, carries 0.487; number 26, H, carries 0.361; number 27, H, carries 0.502; number 28, H, carries 0.380; number 29, H, carries 0.422; number 30, H, carries 0.207; number 31, H, carries 0.371; number 32, C, carries 0.340; number 33, O, carries -0.146; number 34, V, carries 0.131; number 35, O, carries -0.354; number 36, H, carries 0.254; number 37, H, carries 0.321; number 38, N, carries 0.498; number 39, C, carries -1.433; number 40, C, carries 1.688; number 41, C, carries -1.519; number 42, C, carries -1.452; number 43, C, carries 0.803; number 44, C, carries -1.194; number 45, H, carries 0.426; number 46, H, carries 0.367; number 47, H, carries 0.423; number 48, H, carries 0.439; number 49, H, carries 0.409; number 50, H, carries 0.398; number 51, H, carries 0.362; number 52, H, carries 0.417; number 53, H, carries 0.430

Number 1 is which compound?
C18H29F13N3O2

Which of these has the highest total charge?
C18H29N2O2PV

The lowest total charge belongs to which entry?
C18H29F13N3O2

Look up the energy of the first one.
-2315.96982 hartree